Entry 1:
{"formula": "C31H60Cl26F2N4O8P", "method": "the ωB97M-V functional and the def2-TZVPD basis", "homo_lumo_gap_ev": 8.283, "charge": 1, "symbols": ["C", "C", "O", "N", "C", "C", "O", "C", "N", "C", "F", "C", "C", "O", "O", "C", "C", "O", "C", "C", "C", "C", "O", "C", "N", "C", "C", "C", "O", "F", "P", "N", "O", "H", "H", "H", "H", "H", "H", "H", "H", "H", "H", "H", "H", "H", "H", "H", "H", "H", "H", "H", "H", "H", "H", "H", "H", "H", "H", "H", "H", "H", "H", "H", "H", "H", "H", "C", "Cl", "Cl", "H", "H", "C", "Cl", "Cl", "H", "H", "C", "Cl", "Cl", "H", "H", "C", "Cl", "Cl", "H", "H", "C", "Cl", "Cl", "H", "H", "C", "Cl", "Cl", "H", "H", "C", "Cl", "Cl", "H", "H", "C", "Cl", "Cl", "H", "H", "C", "Cl", "Cl", "H", "H", "C", "Cl", "Cl", "H", "H", "C", "Cl", "Cl", "H", "H", "C", "Cl", "Cl", "H", "H", "C", "Cl", "Cl", "H", "H"], "positions_angstrom": [[3.3279, 1.3136, 5.9093], [2.3194, 0.1215, 5.6991], [2.3820, -0.1921, 4.3113], [1.3068, -0.9703, 3.7887], [0.5073, -1.7684, 4.7505], [-0.5211, -2.7677, 4.1146], [-0.3693, -4.0226, 4.8070], [-1.9971, -2.3772, 4.2855], [-2.3441, -2.1119, 5.7031], [0.5362, 0.1152, 3.0541], [1.4052, 1.0561, 2.4754], [-0.4103, 1.0688, 3.8300], [-1.8621, 1.1063, 3.2766], [-2.1186, 1.4388, 2.1999], [-2.9629, 0.8002, 4.1148], [-2.9663, 1.6530, 5.2325], [-2.6109, 1.0589, 6.6054], [-3.2543, 2.7762, 5.1175], [-0.0003, -0.5653, 1.7431], [1.2526, -1.4744, 1.3779], [0.6374, -2.6405, 0.5470], [1.0944, -2.7223, -0.9578], [2.0910, -1.7968, -1.3432], [-0.1486, -2.5109, -1.9307], [0.3899, -2.4313, -3.2913], [2.0638, -1.7612, 2.7183], [2.4180, -3.2491, 2.9588], [3.1405, -3.6505, 4.2516], [3.4415, -4.7513, 4.3818], [3.4728, -2.7952, 5.2497], [3.7615, -0.9903, 2.1830], [4.2783, -1.8620, 0.7827], [4.9211, -1.3141, 3.3290], [4.3398, 0.9708, 6.1617], [2.9055, 2.0243, 6.6400], [3.3293, 1.8582, 4.9406], [1.3539, 0.4880, 6.0895], [2.6574, -0.6759, 6.3882], [-0.0931, -1.1367, 5.4370], [1.1397, -2.3602, 5.4367], [-0.3602, -2.9961, 3.0449], [0.0739, -4.6663, 4.2380], [-2.3324, -1.5843, 3.5947], [-2.5789, -3.2818, 3.9940], [-2.2717, -3.0398, 6.1429], [-3.3534, -1.9509, 5.6746], [-0.5070, 0.9179, 4.9179], [-0.0478, 2.1070, 3.7132], [-2.6636, 1.8086, 7.4077], [-1.6133, 0.5787, 6.6047], [-3.3126, 0.2474, 6.8825], [-0.9331, -1.0628, 2.0587], [-0.2241, 0.2347, 1.0188], [1.8788, -0.7420, 0.8274], [0.7433, -3.6578, 0.9749], [-0.4601, -2.4785, 0.5115], [1.4395, -3.7543, -1.1694], [1.8220, -0.8803, -1.1816], [-0.6327, -1.5515, -1.6590], [-0.8187, -3.3883, -1.8603], [1.1525, -3.0912, -3.4134], [0.7033, -1.4883, -3.5002], [1.5289, -3.9097, 2.9029], [3.0574, -3.6079, 2.1254], [3.5839, -2.5195, 0.4337], [4.5752, -1.2114, 0.0609], [5.3463, -0.4820, 3.5798], [-3.5307, 4.8734, 2.7126], [-4.2279, 4.4305, 1.1505], [-2.0558, 5.8337, 2.5131], [-4.2573, 5.4552, 3.2706], [-3.2892, 3.9679, 3.2545], [-3.9451, 6.5253, -2.3640], [-5.5353, 7.2306, -2.6724], [-3.4536, 5.4453, -3.6764], [-3.2169, 7.3251, -2.2748], [-3.9859, 5.9574, -1.4395], [-0.7186, -0.2819, -6.3903], [-0.9977, -2.0161, -6.1782], [-0.4043, 0.5171, -4.8383], [0.1406, -0.1406, -7.0356], [-1.5980, 0.1650, -6.8419], [4.7076, -6.2750, 0.8122], [3.1110, -5.5194, 0.6353], [5.1827, -7.1186, -0.6599], [5.4376, -5.5006, 1.0271], [4.6668, -6.9863, 1.6306], [-0.7449, 0.4737, -10.6803], [0.5009, -0.2977, -9.6921], [-1.7892, 1.5298, -9.7153], [-0.2611, 1.0734, -11.4469], [-1.3554, -0.2979, -11.1390], [4.2201, -0.3841, -4.0969], [4.3371, 0.5314, -2.5810], [2.5757, -0.3686, -4.7406], [4.8884, 0.0608, -4.8275], [4.5111, -1.4122, -3.9062], [0.9337, 5.0515, 0.6144], [0.2289, 4.6074, -0.9440], [2.4102, 6.0018, 0.4091], [0.2122, 5.6398, 1.1735], [1.1742, 4.1439, 1.1601], [-3.2652, 1.7139, -2.2088], [-1.8950, 1.2520, -1.1850], [-4.6616, 0.6780, -1.9185], [-3.5338, 2.7427, -1.9890], [-2.9714, 1.6211, -3.2504], [3.2449, 4.2010, -3.9844], [4.2357, 3.6086, -2.6435], [1.9339, 3.0824, -4.3691], [2.8170, 5.1587, -3.7056], [3.8756, 4.3174, -4.8599], [-3.0537, -2.9052, 9.0638], [-4.3826, -3.3395, 7.9815], [-1.5381, -3.6554, 8.5503], [-2.9302, -1.8267, 9.0579], [-3.2938, -3.2449, 10.0660], [-3.6644, 3.4438, -7.2937], [-2.4525, 2.6979, -6.2423], [-4.7326, 4.5175, -6.3849], [-3.1552, 4.0201, -8.0600], [-4.2600, 2.6605, -7.7524], [-3.5713, -4.1149, -3.8922], [-4.0953, -2.5058, -3.3906], [-2.8614, -5.0046, -2.5381], [-4.4320, -4.6638, -4.2607], [-2.8277, -4.0181, -4.6774], [1.0196, 4.0930, -12.6003], [2.0354, 3.5375, -11.2654], [-0.2764, 2.9399, -12.9439], [0.5770, 5.0469, -12.3324], [1.6339, 4.2041, -13.4879]], "lowdin_charge": [-0.02, -0.21, -0.14, -0.06, 0.00, -0.30, -0.02, -0.20, 0.01, -0.30, 0.03, 0.06, -0.44, 0.19, 0.07, -0.48, 0.03, 0.18, -0.01, -0.22, -0.09, -0.35, -0.08, -0.21, -0.02, -0.32, -0.09, -0.47, 0.21, 0.10, 0.94, -0.11, -0.27, 0.08, 0.09, 0.09, 0.11, 0.13, 0.12, 0.15, 0.13, 0.10, 0.11, 0.14, 0.00, 0.06, 0.09, 0.16, 0.10, 0.06, 0.08, 0.11, 0.12, 0.09, 0.10, 0.11, 0.12, 0.09, 0.10, 0.06, 0.07, -0.06, 0.10, 0.05, 0.00, 0.02, 0.05, -1.00, 0.54, 0.54, 0.04, -0.02, -1.02, 0.51, 0.48, 0.03, -0.02, -1.02, 0.53, 0.47, -0.03, -0.03, -0.99, 0.58, 0.54, 0.03, 0.03, -1.01, 0.55, 0.52, -0.07, 0.03, -0.96, 0.49, 0.54, 0.03, 0.03, -1.04, 0.50, 0.51, -0.05, 0.01, -1.00, 0.51, 0.51, 0.00, -0.01, -1.00, 0.47, 0.49, 0.02, 0.03, -0.99, 0.54, 0.54, 0.02, 0.03, -1.02, 0.52, 0.50, 0.02, 0.03, -1.01, 0.49, 0.51, 0.03, 0.00, -0.99, 0.51, 0.55, 0.03, 0.03]}

Entry 2:
{"formula": "C6H7N", "method": "the ωB97M-V functional and the def2-TZVPD basis", "homo_lumo_gap_ev": 10.299, "de_lowest_kj_mol": 500.0, "symbols": ["C", "C", "C", "C", "N", "C", "C", "H", "H", "H", "H", "H", "H", "H"], "positions_angstrom": [[1.5021, -0.7992, -0.8769], [0.7330, -0.1856, 0.2776], [-0.0217, 1.1297, -0.0598], [-1.3437, 0.5812, 0.4408], [-2.5099, 0.9932, 0.6259], [-0.5284, -0.8649, 0.6703], [-1.5949, -1.4705, 0.9935], [0.8441, -0.9706, -1.7357], [2.2966, -0.1091, -1.1777], [1.9538, -1.7521, -0.5906], [1.3743, -0.0598, 1.1543], [0.3482, 2.0206, 0.4552], [-0.0486, 1.3243, -1.1386], [-3.0048, 0.1629, 0.9617]], "lowdin_charge": [-0.06, -0.33, -0.07, -0.31, 0.14, -0.25, 0.19, 0.09, 0.08, 0.08, 0.14, 0.12, 0.13, 0.04]}

Entry 3:
{"formula": "C3H15N2O2", "method": "the ωB97M-V functional and the def2-TZVPD basis", "homo_lumo_gap_ev": 10.402, "charge": 1, "de_lowest_kj_mol": 49.9, "symbols": ["N", "C", "C", "C", "N", "H", "H", "H", "H", "H", "H", "H", "H", "H", "H", "H", "H", "H", "O", "H", "H", "O"], "positions_angstrom": [[1.0854, -0.8802, 1.2792], [0.3037, -1.3123, 0.0180], [0.8777, -0.7008, -1.2114], [-1.1418, -0.8477, 0.2190], [-1.8315, -1.4380, -0.9733], [0.7939, -1.3623, 2.1273], [1.0134, 0.1572, 1.3770], [2.0695, -1.1061, 1.1454], [0.4286, -2.4616, 0.0219], [0.4861, 0.3291, -1.3827], [0.5402, -1.2857, -2.0686], [1.9762, -0.7815, -1.1614], [-1.6547, -1.2229, 1.1869], [-1.2554, 0.2382, 0.2916], [-2.4749, -2.2006, -0.8149], [-2.4276, -0.7203, -1.3936], [-0.7784, 2.9025, -1.5831], [-1.4360, 3.1310, -0.1211], [-0.6965, 2.7878, -0.6362], [1.9217, 2.6751, 1.6242], [0.8665, 2.1621, 0.6178], [1.3338, 1.9370, 1.4381]], "lowdin_charge": [0.20, -0.35, -0.06, -0.23, 0.01, 0.17, 0.10, 0.16, 0.18, 0.09, 0.09, 0.10, 0.14, 0.10, 0.08, 0.08, 0.06, 0.07, -0.04, 0.07, 0.02, -0.05]}

Entry 4:
{"formula": "C24H28Cl66O2PS", "method": "the ωB97M-V functional and the def2-TZVPD basis", "homo_lumo_gap_ev": 3.959, "charge": -1, "symbols": ["C", "C", "P", "O", "O", "S", "H", "H", "H", "H", "H", "H", "C", "Cl", "Cl", "Cl", "H", "C", "Cl", "Cl", "Cl", "H", "C", "Cl", "Cl", "Cl", "H", "C", "Cl", "Cl", "Cl", "H", "C", "Cl", "Cl", "Cl", "H", "C", "Cl", "Cl", "Cl", "H", "C", "Cl", "Cl", "Cl", "H", "C", "Cl", "Cl", "Cl", "H", "C", "Cl", "Cl", "Cl", "H", "C", "Cl", "Cl", "Cl", "H", "C", "Cl", "Cl", "Cl", "H", "C", "Cl", "Cl", "Cl", "H", "C", "Cl", "Cl", "Cl", "H", "C", "Cl", "Cl", "Cl", "H", "C", "Cl", "Cl", "Cl", "H", "C", "Cl", "Cl", "Cl", "H", "C", "Cl", "Cl", "Cl", "H", "C", "Cl", "Cl", "Cl", "H", "C", "Cl", "Cl", "Cl", "H", "C", "Cl", "Cl", "Cl", "H", "C", "Cl", "Cl", "Cl", "H", "C", "Cl", "Cl", "Cl", "H"], "positions_angstrom": [[5.9388, 5.8151, -1.8210], [4.7446, 5.5715, -0.8606], [3.2393, 5.4424, -1.7457], [3.3724, 5.9972, -3.2969], [2.1278, 6.4534, -1.0420], [2.6104, 3.5992, -1.8485], [6.8817, 5.7077, -1.2858], [5.9110, 5.0488, -2.6046], [5.9151, 6.7972, -2.3062], [4.6346, 6.4323, -0.2018], [3.7338, 6.9015, -3.2852], [2.2220, 7.3066, -1.5239], [4.3463, 9.6360, 1.2820], [3.8526, 8.9769, -0.2732], [3.6937, 8.6798, 2.6104], [6.1066, 9.7306, 1.3892], [3.9530, 10.6376, 1.3656], [-0.4067, 1.1987, -3.0406], [1.2384, 0.6401, -2.8426], [-0.7539, 1.6108, -4.7219], [-1.5621, -0.0070, -2.4448], [-0.5182, 2.0935, -2.4440], [3.2278, -3.0569, -2.4368], [3.8261, -1.4272, -2.7567], [4.1307, -4.3426, -3.2439], [3.2373, -3.3681, -0.6971], [2.2015, -3.0884, -2.7711], [-0.5394, 9.6668, 1.4643], [-0.1679, 11.3899, 1.2688], [0.5720, 8.6796, 0.5350], [-0.5143, 9.2104, 3.1680], [-1.5399, 9.4998, 1.0938], [4.5999, -1.8422, -7.6148], [6.1827, -1.4032, -8.2685], [4.5141, -1.5381, -5.8806], [3.3242, -0.9665, -8.4618], [4.4481, -2.8981, -7.7825], [3.1206, 2.0447, -10.7581], [2.7725, 3.3662, -11.8743], [1.8631, 0.8098, -10.8425], [4.7067, 1.3508, -11.0859], [3.1287, 2.4452, -9.7551], [8.1853, -5.8575, -4.3980], [8.4847, -5.6721, -2.6706], [7.7936, -7.5362, -4.7976], [6.8898, -4.7706, -4.8704], [9.0818, -5.5850, -4.9345], [11.4232, -3.6533, -1.2295], [12.6248, -4.0308, -2.4686], [11.6053, -4.7190, 0.1644], [11.5110, -1.9635, -0.7527], [10.4494, -3.8322, -1.6546], [7.4544, -2.2126, 0.9134], [6.5407, -0.7353, 0.6562], [8.1152, -2.8075, -0.6139], [8.7415, -1.9705, 2.0972], [6.7836, -2.9658, 1.2975], [-5.4190, -1.0866, -1.5017], [-5.7440, 0.0928, -2.7726], [-6.7962, -2.1647, -1.2832], [-3.9492, -1.9860, -1.8450], [-5.2740, -0.5544, -0.5757], [-4.1957, 6.9774, 4.1056], [-4.3916, 8.2568, 2.9060], [-5.5361, 5.8301, 4.0241], [-2.6578, 6.1538, 3.9105], [-4.2124, 7.4339, 5.0850], [-1.1721, -6.1445, -0.7344], [0.1842, -5.6082, -1.7240], [-2.5771, -6.4880, -1.7455], [-0.7087, -7.5480, 0.2313], [-1.4316, -5.3449, -0.0570], [-1.7496, 4.1173, 7.7015], [-3.2033, 4.7309, 6.9160], [-2.1305, 3.4058, 9.2727], [-0.9276, 2.9555, 6.6667], [-1.0826, 4.9498, 7.8660], [-2.6570, -8.8069, 3.4312], [-3.2476, -7.2834, 4.0894], [-1.1124, -9.2520, 4.1516], [-3.8597, -10.0829, 3.6760], [-2.5064, -8.6787, 2.3694], [-6.3677, -1.7817, 3.2185], [-5.0084, -1.1350, 2.3018], [-7.7031, -2.2675, 2.1760], [-5.8374, -3.1306, 4.2245], [-6.7268, -1.0011, 3.8725], [-2.8006, 12.1252, 5.5520], [-2.6975, 12.7630, 7.1961], [-1.2396, 12.2138, 4.7486], [-3.4368, 10.4783, 5.5559], [-3.4983, 12.7376, 5.0019], [-5.7181, -7.1734, 7.1093], [-5.8585, -5.7958, 6.0182], [-4.1590, -7.1700, 7.9294], [-7.0428, -7.1880, 8.2743], [-5.7823, -8.0736, 6.5163], [9.2621, -10.0361, -2.1920], [9.4729, -9.0901, -0.7229], [10.8191, -10.3998, -2.9366], [8.3607, -11.5180, -1.8668], [8.6906, -9.4414, -2.8887], [-10.8644, 0.3941, 3.1577], [-11.8101, 1.8669, 3.4155], [-10.5091, 0.1831, 1.4453], [-9.3839, 0.4031, 4.1113], [-11.4609, -0.4445, 3.4826], [-8.9741, 4.2694, 6.8070], [-10.1378, 3.6009, 5.6644], [-7.8505, 3.0218, 7.3512], [-8.1030, 5.6287, 6.0989], [-9.5142, 4.6303, 7.6689], [-8.1038, -2.1602, -4.7650], [-8.4040, -0.8989, -5.9603], [-9.5295, -3.1812, -4.5567], [-6.6983, -3.1236, -5.2043], [-7.8942, -1.6822, -3.8193], [-3.4827, -10.5041, -1.4639], [-1.8387, -10.5562, -2.0953], [-3.4913, -10.0846, 0.2497], [-4.4635, -9.3563, -2.3669], [-3.9164, -11.4865, -1.5693]], "lowdin_charge": [-0.27, -0.44, 0.09, -0.28, -0.35, 0.13, 0.04, 0.05, 0.02, -0.06, 0.05, 0.00, -1.54, 0.56, 0.53, 0.52, 0.01, -1.54, 0.48, 0.52, 0.47, 0.01, -1.53, 0.51, 0.49, 0.51, 0.00, -1.53, 0.50, 0.57, 0.49, 0.00, -1.54, 0.52, 0.51, 0.51, 0.01, -1.56, 0.52, 0.50, 0.51, 0.02, -1.52, 0.54, 0.55, 0.52, 0.02, -1.59, 0.52, 0.52, 0.53, -0.08, -1.54, 0.56, 0.52, 0.52, 0.01, -1.54, 0.55, 0.53, 0.51, -0.02, -1.57, 0.51, 0.51, 0.52, -0.01, -1.53, 0.53, 0.52, 0.53, 0.01, -1.55, 0.51, 0.52, 0.54, 0.01, -1.57, 0.53, 0.54, 0.50, -0.07, -1.54, 0.56, 0.51, 0.51, -0.02, -1.55, 0.52, 0.52, 0.52, 0.01, -1.56, 0.48, 0.52, 0.53, 0.01, -1.57, 0.52, 0.52, 0.52, -0.05, -1.54, 0.51, 0.53, 0.53, 0.01, -1.54, 0.50, 0.52, 0.51, 0.01, -1.59, 0.52, 0.52, 0.52, -0.07, -1.54, 0.53, 0.53, 0.52, 0.01]}

Entry 5:
{"formula": "C9H25AlO10S3", "method": "the ωB97M-V functional and the def2-TZVPD basis", "homo_lumo_gap_ev": 2.363, "charge": 2, "de_lowest_kj_mol": 289.4, "symbols": ["Al", "O", "H", "O", "S", "O", "O", "C", "C", "C", "H", "H", "H", "H", "H", "H", "H", "H", "O", "S", "O", "O", "C", "C", "C", "H", "H", "H", "H", "H", "H", "H", "H", "O", "S", "O", "O", "C", "C", "C", "H", "H", "H", "H", "H", "H", "H", "H"], "positions_angstrom": [[2.2330, 0.1838, -1.7850], [1.0418, -0.0379, -4.3783], [0.4907, 0.1681, -5.1583], [0.4558, 0.1850, 0.4723], [-0.4493, 0.4328, 1.5649], [-0.8532, -0.7438, 2.3873], [0.1993, 1.6076, 2.6113], [-0.5299, 2.0545, 3.7176], [-0.4738, 1.2218, 4.9681], [-1.8897, 1.3285, 0.9596], [-1.5486, 2.1799, 3.3508], [-0.3053, 3.0980, 3.9380], [-1.0050, 1.7026, 5.7895], [0.5782, 1.0576, 5.2015], [-0.9168, 0.2631, 4.6982], [-1.5434, 2.3379, 0.7376], [-2.6578, 1.3656, 1.7321], [-2.2823, 0.9223, 0.0274], [-1.0361, 3.7703, -3.5084], [-1.2794, 2.4940, -2.8660], [-0.2203, 1.7951, -2.1500], [-2.5277, 2.7112, -1.7997], [-3.2689, 3.9331, -1.8104], [-3.0536, 4.9092, -0.7503], [-2.1612, 1.3296, -3.9970], [-4.2940, 3.6018, -1.6449], [-3.2841, 4.3214, -2.8288], [-3.1409, 4.3054, 0.1530], [-3.6673, 5.8082, -0.6926], [-2.0186, 5.1765, -0.9630], [-2.7526, 2.0010, -4.6196], [-2.7702, 0.5787, -3.4937], [-1.4406, 0.8408, -4.6526], [3.2094, -2.3206, 2.2850], [2.8382, -2.9104, 1.0305], [2.3827, -2.0301, -0.0486], [4.0204, -3.9404, 0.4998], [3.8276, -4.5852, -0.7615], [4.2356, -5.9920, -0.4646], [1.5304, -4.1696, 1.3989], [4.6310, -4.1322, -1.3423], [2.8145, -4.6001, -1.1633], [4.0674, -6.1907, 0.5938], [5.3161, -6.0389, -0.6002], [3.7449, -6.6683, -1.1646], [0.9984, -4.6169, 0.5592], [0.7763, -3.7024, 2.0323], [1.9790, -5.0060, 1.9349]], "lowdin_charge": [1.43, -0.01, 0.05, -0.37, 0.74, -0.25, -0.22, -0.30, -0.03, -0.10, 0.10, 0.14, 0.10, 0.10, 0.07, 0.07, 0.08, 0.07, -0.24, 0.69, -0.39, -0.27, -0.31, -0.05, -0.06, 0.13, 0.13, 0.08, 0.11, 0.09, 0.09, 0.09, 0.04, -0.22, 0.69, -0.41, -0.25, -0.28, -0.05, -0.06, 0.13, 0.12, 0.09, 0.09, 0.10, 0.08, 0.08, 0.09]}

Number 1: E -395757.461 eV, molecular weight 1607.6 g/mol, E_HOMO -10.37 eV. Number 2: E -7820.465 eV, molecular weight 93.1 g/mol, E_HOMO -9.91 eV. Number 3: E -10423.509 eV, molecular weight 111.2 g/mol, E_HOMO -13.30 eV. Number 4: E -876041.581 eV, molecular weight 2751.4 g/mol, E_HOMO -2.75 eV. Number 5: E -69288.835 eV, molecular weight 416.5 g/mol, E_HOMO -16.14 eV.